1.
Here is a molecular structure, C26H70BF6N7O10PbS2 from OMol25. Energies are from ωB97M-V with the def2-TZVPD basis set.

```
123
Properties=species:S:1:pos:R:3:mulliken_charge:R:1
Pb 0.10 0.11 2.18 2.495
C 3.83 -2.04 4.18 0.577
F 4.46 -3.08 4.67 -0.242
F 3.68 -1.09 5.10 -0.194
F 4.58 -1.50 3.19 -0.217
S 2.16 -2.53 3.43 0.831
O 2.28 -2.17 2.05 -0.467
O 1.93 -3.89 3.73 -0.622
N 1.12 -1.45 4.09 -0.214
S 0.66 -2.09 5.51 0.727
O -0.53 -2.86 5.38 -0.659
O 1.69 -2.66 6.30 -0.636
C 0.15 -0.60 6.48 0.635
F -0.49 -0.95 7.56 -0.223
F 1.25 0.11 6.83 -0.239
F -0.62 0.22 5.75 -0.194
B -0.53 -0.63 -0.38 6.437
H -0.99 -1.07 -1.43 -1.256
H 0.34 -1.33 0.13 -0.465
H -0.10 0.49 -0.60 -1.140
H -1.49 -0.54 0.38 -1.318
C -0.62 -3.80 -3.24 -0.880
C 0.81 -3.24 -3.25 0.140
C 0.89 -2.02 -4.16 0.182
O 2.07 -1.27 -4.02 -0.198
C 3.18 -1.89 -4.63 -0.921
N 1.21 -2.87 -1.88 -0.354
H -0.63 -4.89 -3.19 0.297
H -1.15 -3.48 -4.14 0.063
H -1.13 -3.44 -2.35 0.049
H 1.55 -3.96 -3.63 0.515
H 0.04 -1.37 -3.92 -0.687
H 0.71 -2.27 -5.22 0.531
H 3.00 -1.96 -5.71 0.298
H 3.41 -2.87 -4.20 0.337
H 4.06 -1.27 -4.46 0.276
H 2.02 -2.26 -1.97 0.227
H 0.46 -2.26 -1.54 -0.902
C -4.46 -0.26 3.70 -1.841
C -3.01 -0.46 3.29 1.052
C -2.75 -1.84 2.76 -0.849
O -1.38 -2.12 2.52 0.135
C -1.20 -3.23 1.67 -1.046
N -2.55 0.62 2.35 -0.315
H -5.15 -0.31 2.86 0.362
H -4.55 0.71 4.18 0.448
H -4.75 -1.03 4.42 0.457
H -2.40 -0.35 4.19 -0.353
H -3.39 -2.12 1.91 0.276
H -3.11 -2.54 3.54 0.442
H -0.17 -3.20 1.32 0.209
H -1.83 -3.12 0.79 0.241
H -1.37 -4.17 2.21 0.299
H -2.86 0.39 1.40 -0.203
H -3.12 1.45 2.52 0.327
C -4.21 0.77 -2.77 -1.467
C -4.34 -0.66 -2.31 0.050
C -3.56 -1.60 -3.19 0.432
O -4.26 -1.74 -4.42 -0.444
C -3.51 -2.40 -5.36 -0.526
N -3.87 -0.73 -0.88 -0.221
H -4.67 0.86 -3.77 0.436
H -3.16 1.06 -2.89 -0.025
H -4.76 1.48 -2.14 0.428
H -5.39 -0.95 -2.22 0.499
H -3.50 -2.59 -2.72 0.482
H -2.53 -1.24 -3.37 -0.583
H -3.12 -3.35 -4.97 0.286
H -2.66 -1.81 -5.74 0.071
H -4.14 -2.67 -6.21 0.336
H -4.06 -1.64 -0.47 0.273
H -2.85 -0.68 -0.87 -1.076
C 1.41 4.09 4.94 -1.561
C 0.68 3.10 4.06 0.663
C 0.21 3.69 2.76 -1.030
O -0.38 2.70 1.94 -0.072
C -0.76 3.20 0.68 -0.975
N 1.50 1.90 3.78 0.190
H 2.41 4.32 4.53 0.180
H 1.57 3.70 5.95 0.335
H 0.90 5.05 5.03 0.432
H -0.21 2.77 4.62 0.225
H 1.09 4.16 2.27 0.331
H -0.51 4.51 2.93 0.451
H 0.12 3.43 0.07 0.347
H -1.40 4.08 0.75 0.453
H -1.26 2.39 0.15 -0.081
H 1.74 1.41 4.62 0.079
H 2.37 2.17 3.31 0.293
C 4.28 -0.01 -0.08 -1.345
C 3.50 0.64 1.07 2.628
C 4.27 1.81 1.63 -1.413
O 3.74 2.23 2.86 -0.341
C 4.48 3.31 3.40 -1.118
N 2.14 1.13 0.63 -0.142
H 3.59 -0.43 -0.81 0.039
H 4.90 -0.83 0.27 0.372
H 4.91 0.72 -0.60 0.388
H 3.30 -0.03 1.89 -1.432
H 4.33 2.64 0.90 0.363
H 5.31 1.44 1.77 0.518
H 4.08 3.51 4.39 0.431
H 4.37 4.20 2.76 0.347
H 5.55 3.07 3.39 0.333
H 2.28 2.10 0.37 0.145
H 1.85 0.62 -0.20 -0.431
C -1.05 3.17 -3.84 -1.751
C -0.35 1.85 -4.03 1.782
C 0.61 1.80 -5.20 -0.466
O 0.00 1.91 -6.49 -0.451
C -1.13 1.13 -6.70 -0.393
N 0.45 1.59 -2.82 -0.346
H -0.32 3.97 -3.71 0.366
H -1.74 3.11 -2.99 0.306
H -1.64 3.47 -4.71 0.365
H -1.06 1.02 -4.15 -0.672
H 1.16 0.84 -5.16 0.153
H 1.34 2.61 -5.16 0.456
H -2.04 1.64 -6.36 0.197
H -1.09 0.15 -6.21 -0.033
H -1.19 1.01 -7.78 0.354
H 1.12 0.84 -2.97 0.189
H -0.20 1.25 -2.11 -0.838
```

The value obtained for the frontier orbital gap is 8.99 eV. The total charge is 0. Its LUMO energy is 0.19 eV.



2.
Here is a molecular structure, C2H22Li4O19S2 from OMol25. Energies are from ωB97M-V with the def2-TZVPD basis set.

```
49
Properties=species:S:1:pos:R:3:mulliken_charge:R:1
Li -0.82 12.35 -16.37 0.902
Li -1.08 15.82 -20.59 0.748
Li 3.09 12.37 -19.91 0.945
Li 2.27 18.69 -22.77 0.732
S 0.47 7.87 -17.46 1.100
O 1.15 9.16 -17.61 -0.742
O -0.41 7.65 -18.63 -0.739
O 1.41 6.75 -17.21 -0.765
O -0.43 7.93 -16.35 -0.758
S 2.82 16.31 -17.87 1.232
O 3.93 15.50 -18.37 -0.794
O 3.34 17.16 -16.82 -0.764
O 2.18 17.08 -18.95 -0.823
O 1.80 15.50 -17.29 -0.785
O -0.43 16.03 -24.37 -0.760
C -0.42 14.81 -25.03 -0.481
C 0.12 13.43 -24.39 -0.289
O 0.00 13.31 -22.96 -0.789
H -0.02 14.84 -26.04 0.248
H -1.44 14.59 -25.32 0.203
H 1.18 13.53 -24.63 0.126
H -0.21 12.49 -24.85 0.251
O 5.26 11.01 -15.19 -0.653
H 4.43 10.83 -15.63 0.334
H 5.13 11.86 -14.78 0.319
O 0.19 17.12 -13.21 -0.654
H 0.36 16.27 -12.82 0.304
H 0.85 17.20 -13.91 0.349
O 4.40 15.41 -12.59 -0.643
H 4.01 15.75 -13.40 0.345
H 5.33 15.66 -12.65 0.298
O 4.14 22.13 -15.17 -0.649
H 4.24 22.29 -14.23 0.312
H 4.10 21.18 -15.25 0.338
O -1.10 20.81 -17.43 -0.649
H -0.67 21.66 -17.56 0.311
H -0.47 20.17 -17.76 0.338
O 5.72 17.32 -22.17 -0.657
H 5.65 16.85 -21.34 0.348
H 6.16 16.70 -22.76 0.313
O 9.16 13.80 -17.96 -0.644
H 8.22 13.65 -18.05 0.328
H 9.49 12.99 -17.58 0.317
O 0.46 12.01 -12.68 -0.643
H 0.53 11.18 -12.22 0.325
H 1.34 12.40 -12.60 0.321
O 7.62 18.50 -17.30 -0.653
H 8.03 17.64 -17.27 0.312
H 6.84 18.42 -16.75 0.337
```

The value obtained for the frontier orbital gap is 2.33 eV. The total charge is -2. The value obtained for the relative energy (zero: lowest compared OMol25 entry of this formula, charge and spin) is 1593.2 kJ/mol. Its LUMO energy is 1.52 eV.



3.
Here is 4 unconnected molecules or ions with the total composition C75H73ClO9 from OMol25. Energies are from ωB97M-V with the def2-TZVPD basis set.

```
158
Properties=species:S:1:pos:R:3:mulliken_charge:R:1
C 4.12 5.81 3.63 -0.503
C 5.51 6.38 3.81 -0.268
C 6.70 5.93 2.73 -0.784
C 5.96 4.85 1.71 0.013
C 6.11 3.25 2.17 -0.702
C 5.34 2.16 1.21 0.322
C 4.47 2.63 -0.13 -0.381
C 4.36 4.21 -0.62 0.565
C 3.55 4.67 -1.97 0.119
C 2.25 5.65 -1.59 -0.444
C 2.23 7.05 -2.50 -0.252
C 1.28 6.91 -3.83 -0.677
C 0.38 8.28 -3.97 -0.726
C -0.65 8.56 -2.73 -0.464
C -1.80 7.37 -2.73 -0.469
C -2.29 7.12 -1.18 -0.671
C -2.15 5.48 -0.90 -0.222
C -3.60 4.83 -1.43 -0.507
C -4.57 4.80 -0.10 -0.521
C -6.02 4.06 -0.34 -0.579
C -5.87 2.66 -1.18 -0.448
C -5.19 1.49 -0.20 -0.894
C 5.14 5.33 0.35 0.665
C 5.15 6.96 0.05 -0.396
C 6.57 7.47 -0.66 -0.571
C 6.95 6.60 -2.02 -0.363
O 6.21 7.00 -3.22 -0.545
C 3.73 1.37 -0.94 0.377
O 2.52 1.53 -1.49 -0.583
C 4.58 -0.07 -0.95 0.314
C 4.46 -1.03 -2.28 0.033
Cl 5.44 -2.60 -2.19 -0.201
C 2.92 -1.44 -2.69 -0.509
C 2.00 -1.96 -1.44 -0.838
C 5.38 -0.48 0.25 -0.755
C 5.42 0.53 1.59 0.076
O 5.55 0.09 2.85 -0.461
H 3.18 6.44 3.32 0.245
H 3.94 4.63 3.75 0.214
H 5.69 7.12 4.70 0.315
H 7.07 6.87 2.13 0.131
H 7.63 5.44 3.25 0.412
H 6.73 2.95 3.13 0.261
H 3.12 3.80 -2.62 0.339
H 4.31 5.29 -2.64 -0.224
H 2.40 5.94 -0.46 0.253
H 1.21 5.09 -1.70 0.029
H 1.92 7.92 -1.78 0.241
H 3.36 7.26 -2.79 0.296
H 0.66 5.93 -3.73 0.322
H 2.01 6.80 -4.76 0.313
H -0.27 8.17 -4.94 0.321
H 1.12 9.21 -4.02 0.302
H -0.16 8.56 -1.66 0.203
H -1.10 9.65 -2.89 0.318
H -2.65 7.72 -3.46 0.300
H -1.40 6.34 -3.14 0.169
H -3.45 7.41 -1.15 0.260
H -1.68 7.68 -0.36 0.346
H -1.22 5.00 -1.42 -0.016
H -2.05 5.31 0.27 0.373
H -4.03 5.59 -2.24 0.176
H -3.39 3.79 -1.91 0.313
H -3.93 4.34 0.78 0.240
H -4.80 5.94 0.17 0.223
H -6.78 4.77 -0.90 0.286
H -6.43 3.77 0.74 0.276
H -5.28 2.75 -2.20 0.270
H -6.96 2.30 -1.44 0.319
H -4.23 1.87 0.35 0.217
H -5.02 0.48 -0.78 0.279
H -6.00 1.31 0.65 0.260
H 5.10 7.55 1.08 0.336
H 4.24 7.33 -0.58 -0.168
H 6.45 8.60 -0.95 0.346
H 7.50 7.37 0.06 0.262
H 8.10 6.80 -2.25 0.285
H 6.82 5.44 -1.90 0.224
H 6.07 6.12 -3.73 0.346
H 4.90 -0.42 -3.21 0.341
H 2.46 -0.47 -3.21 0.234
H 2.88 -2.28 -3.53 0.401
H 2.17 -3.10 -1.29 0.286
H 0.84 -1.83 -1.67 0.270
H 2.20 -1.43 -0.41 0.200
H 6.01 -1.46 0.35 0.268
O 3.75 -3.96 9.27 -0.684
C 4.24 -4.05 8.15 0.621
C 4.42 -2.84 7.32 0.163
C 4.05 -1.59 7.82 -0.565
C 4.25 -0.44 7.05 -0.587
C 4.83 -0.53 5.79 -0.313
C 5.19 -1.78 5.28 -0.563
C 4.98 -2.94 6.04 0.143
C 5.34 -4.26 5.48 0.590
O 5.78 -4.35 4.34 -0.716
C 5.18 -5.46 6.33 0.186
C 5.56 -6.71 5.82 -0.552
C 5.44 -7.85 6.62 -0.476
C 4.95 -7.74 7.92 -0.447
C 4.56 -6.50 8.42 -0.558
C 4.67 -5.35 7.62 0.175
H 3.60 -1.50 8.81 0.452
H 3.96 0.54 7.45 0.395
H 5.00 0.36 5.20 0.486
H 5.63 -1.85 4.29 0.592
H 5.95 -6.80 4.81 0.462
H 5.74 -8.82 6.23 0.394
H 4.87 -8.63 8.55 0.389
H 4.17 -6.42 9.44 0.452
O -2.66 -7.33 -0.10 -0.709
C -2.66 -6.36 0.65 0.650
C -1.40 -5.86 1.23 0.194
C -0.19 -6.49 0.91 -0.474
C 1.01 -6.00 1.43 -0.649
C 1.01 -4.89 2.26 -0.542
C -0.20 -4.26 2.60 -0.736
C -1.40 -4.76 2.09 0.289
C -2.67 -4.10 2.46 0.631
O -2.68 -3.17 3.25 -0.679
C -3.93 -4.59 1.86 0.255
C -5.14 -3.95 2.18 -0.656
C -6.33 -4.38 1.59 -0.643
C -6.32 -5.44 0.68 -0.863
C -5.12 -6.08 0.38 -0.712
C -3.92 -5.66 0.97 0.288
H -0.18 -7.36 0.26 0.467
H 1.95 -6.49 1.18 0.430
H 1.95 -4.50 2.66 0.612
H -0.19 -3.39 3.25 0.482
H -5.16 -3.12 2.88 0.473
H -7.27 -3.88 1.83 0.408
H -7.25 -5.77 0.22 0.530
H -5.12 -6.91 -0.33 0.955
O -9.22 -6.06 -2.87 -0.686
C -8.69 -6.17 -3.97 0.519
C -9.50 -6.06 -5.20 0.073
C -10.87 -5.80 -5.10 -0.496
C -11.64 -5.66 -6.26 -0.474
C -11.04 -5.77 -7.52 -0.463
C -9.67 -6.04 -7.61 -0.524
C -8.90 -6.19 -6.45 0.160
C -7.46 -6.50 -6.56 0.679
O -6.95 -6.67 -7.66 -0.677
C -6.65 -6.59 -5.33 0.120
C -5.27 -6.84 -5.43 -0.698
C -4.49 -6.90 -4.28 -0.750
C -5.08 -6.70 -3.03 0.122
C -6.45 -6.46 -2.93 -0.202
C -7.24 -6.41 -4.08 0.138
H -11.35 -5.71 -4.13 0.447
H -12.71 -5.46 -6.19 0.388
H -11.63 -5.64 -8.42 0.392
H -9.21 -6.13 -8.59 0.449
H -4.81 -6.99 -6.40 0.454
H -3.42 -7.09 -4.35 0.411
H -4.46 -6.73 -2.13 0.214
H -6.90 -6.31 -1.95 0.397
```

The value obtained for the frontier orbital gap is 6.41 eV. The total charge is 0. Its LUMO energy is -1.74 eV. The SMILES is C=CCc1cc2c(c(CCCCCCCCCCCCCC)c1CCCO)C(=O)C([C@@H](Cl)CC)=CC2=O.O=C1c2ccccc2C(=O)c2ccccc21.O=C1c2ccccc2C(=O)c2ccccc21.O=C1c2ccccc2C(=O)c2ccccc21.



4.
Here is 2 unconnected molecules or ions with the total composition C2H6O2Si2 from OMol25. Energies are from ωB97M-V with the def2-TZVPD basis set.

```
12
Properties=species:S:1:pos:R:3:mulliken_charge:R:1
C 2.72 0.79 -0.23 -0.501
C 2.09 -0.14 0.44 -0.252
Si 0.34 -0.58 0.00 0.667
O -0.77 -1.19 0.81 -0.482
H 3.79 1.14 0.06 0.213
H 2.31 1.43 -1.08 0.205
H 2.53 -0.71 1.25 0.340
H -0.25 0.02 -1.14 -0.096
O -3.18 1.26 -0.17 -0.476
Si -3.09 -0.25 0.01 0.543
H -2.83 -1.04 -1.20 -0.085
H -3.67 -0.75 1.26 -0.076
```

The value obtained for the frontier orbital gap is 8.45 eV. The total charge is 0. The value obtained for the relative energy (zero: lowest compared OMol25 entry of this formula, charge and spin) is 317.0 kJ/mol. Its LUMO energy is -0.95 eV. The SMILES is C=C[SiH]=O.O=[SiH2].



Copy entry 4 word for word.
Here is 2 unconnected molecules or ions with the total composition C2H6O2Si2 from OMol25. Energies are from ωB97M-V with the def2-TZVPD basis set.

```
12
Properties=species:S:1:pos:R:3:mulliken_charge:R:1
C 2.72 0.79 -0.23 -0.501
C 2.09 -0.14 0.44 -0.252
Si 0.34 -0.58 0.00 0.667
O -0.77 -1.19 0.81 -0.482
H 3.79 1.14 0.06 0.213
H 2.31 1.43 -1.08 0.205
H 2.53 -0.71 1.25 0.340
H -0.25 0.02 -1.14 -0.096
O -3.18 1.26 -0.17 -0.476
Si -3.09 -0.25 0.01 0.543
H -2.83 -1.04 -1.20 -0.085
H -3.67 -0.75 1.26 -0.076
```

The value obtained for the frontier orbital gap is 8.45 eV. The total charge is 0. The value obtained for the relative energy (zero: lowest compared OMol25 entry of this formula, charge and spin) is 317.0 kJ/mol. Its LUMO energy is -0.95 eV. The SMILES is C=C[SiH]=O.O=[SiH2].



The highest frontier orbital gap belongs to which entry? C26H70BF6N7O10PbS2



Repeat the second record exactly.
Here is a molecular structure, C2H22Li4O19S2 from OMol25. Energies are from ωB97M-V with the def2-TZVPD basis set.

```
49
Properties=species:S:1:pos:R:3:mulliken_charge:R:1
Li -0.82 12.35 -16.37 0.902
Li -1.08 15.82 -20.59 0.748
Li 3.09 12.37 -19.91 0.945
Li 2.27 18.69 -22.77 0.732
S 0.47 7.87 -17.46 1.100
O 1.15 9.16 -17.61 -0.742
O -0.41 7.65 -18.63 -0.739
O 1.41 6.75 -17.21 -0.765
O -0.43 7.93 -16.35 -0.758
S 2.82 16.31 -17.87 1.232
O 3.93 15.50 -18.37 -0.794
O 3.34 17.16 -16.82 -0.764
O 2.18 17.08 -18.95 -0.823
O 1.80 15.50 -17.29 -0.785
O -0.43 16.03 -24.37 -0.760
C -0.42 14.81 -25.03 -0.481
C 0.12 13.43 -24.39 -0.289
O 0.00 13.31 -22.96 -0.789
H -0.02 14.84 -26.04 0.248
H -1.44 14.59 -25.32 0.203
H 1.18 13.53 -24.63 0.126
H -0.21 12.49 -24.85 0.251
O 5.26 11.01 -15.19 -0.653
H 4.43 10.83 -15.63 0.334
H 5.13 11.86 -14.78 0.319
O 0.19 17.12 -13.21 -0.654
H 0.36 16.27 -12.82 0.304
H 0.85 17.20 -13.91 0.349
O 4.40 15.41 -12.59 -0.643
H 4.01 15.75 -13.40 0.345
H 5.33 15.66 -12.65 0.298
O 4.14 22.13 -15.17 -0.649
H 4.24 22.29 -14.23 0.312
H 4.10 21.18 -15.25 0.338
O -1.10 20.81 -17.43 -0.649
H -0.67 21.66 -17.56 0.311
H -0.47 20.17 -17.76 0.338
O 5.72 17.32 -22.17 -0.657
H 5.65 16.85 -21.34 0.348
H 6.16 16.70 -22.76 0.313
O 9.16 13.80 -17.96 -0.644
H 8.22 13.65 -18.05 0.328
H 9.49 12.99 -17.58 0.317
O 0.46 12.01 -12.68 -0.643
H 0.53 11.18 -12.22 0.325
H 1.34 12.40 -12.60 0.321
O 7.62 18.50 -17.30 -0.653
H 8.03 17.64 -17.27 0.312
H 6.84 18.42 -16.75 0.337
```

The value obtained for the frontier orbital gap is 2.33 eV. The total charge is -2. The value obtained for the relative energy (zero: lowest compared OMol25 entry of this formula, charge and spin) is 1593.2 kJ/mol. Its LUMO energy is 1.52 eV.



What is the formula in the third record? C75H73ClO9